# 1
119
Properties=species:S:1:pos:R:3:mulliken_charge:R:1 method="wB97M-V/def2-TZVPD" e_lumo_ev=-1.93 smiles="CCP(CC)c1c(B(O)N(C)C)c(C(F)(F)F)c2nsnc2c1[PH2]=S.CCOC(=O)OC.CCOC(=O)OC.CCOC(=O)OC.CCOC(=O)OC.CCOC(=O)OC" homo_ev=-8.46 max_force_ev_per_a=4.3 gap_ev=6.5
C -5.8919 -1.7784 1.6556 -0.8831
C -4.5868 -2.6277 1.2561 -0.6310
P -3.1291 -2.3211 2.3919 0.0003
C -1.5019 -2.9261 1.6703 -0.1234
C -0.2409 -2.6386 2.6201 -1.1945
C -3.0553 -0.5418 2.9598 -0.6823
C -3.6254 -0.2360 4.3542 0.5646
B -4.1810 -1.5067 5.1953 0.7070
O -5.5707 -1.8240 5.0271 -0.7479
N -3.3902 -2.3782 6.0814 -0.0196
C -3.0776 -3.6957 5.4492 -0.8131
C -2.0702 -1.7928 6.4284 -0.5247
C -3.6716 1.1296 4.9041 -0.6863
C -4.2851 1.4685 6.2872 0.6670
F -5.5515 0.9140 6.4682 -0.2639
F -4.4776 2.8345 6.4328 -0.2636
F -3.4642 1.1159 7.3536 -0.2566
C -3.0703 2.2046 4.0174 0.6810
N -2.9346 3.5378 4.2666 -0.6591
S -2.1727 4.3642 3.0543 0.1624
N -1.9853 3.0590 2.0359 -0.3169
C -2.4787 1.9264 2.6290 0.5454
C -2.4939 0.5109 2.0733 0.0363
P -1.8457 0.0980 0.3695 0.4217
S -1.5975 1.6187 -0.8095 -0.3750
H -5.6270 -0.7952 2.1288 0.1725
H -6.4862 -2.3592 2.4155 0.2278
H -6.4987 -1.5909 0.7252 0.3489
H -4.8914 -3.7083 1.4117 0.4007
H -4.3751 -2.5137 0.1575 0.4932
H -1.5787 -4.0568 1.6195 0.2427
H -1.3170 -2.6012 0.6012 0.3864
H -0.3370 -1.6480 3.1370 0.2346
H 0.6652 -2.7167 1.9583 0.3689
H -0.2260 -3.4903 3.3614 0.3625
H -6.1071 -1.3077 5.6556 0.2897
H -3.9148 -4.0478 4.7824 0.2558
H -2.1661 -3.6144 4.7778 0.0378
H -2.8701 -4.5054 6.1999 0.3247
H -1.5052 -2.4146 7.1876 0.3191
H -1.4026 -1.6211 5.5218 0.0678
H -2.2163 -0.7846 6.8992 0.1424
H -2.8027 -0.7883 -0.2399 0.0545
H -0.6399 -0.6566 0.4867 -0.0588
C 2.3550 -5.5636 -3.6938 -1.1802
C 1.1804 -5.4574 -2.7418 -0.0549
O 1.4035 -4.4513 -1.7444 -0.3229
C 1.2667 -3.1861 -2.1624 0.7476
O 0.9727 -2.8306 -3.2735 -0.5466
O 1.5408 -2.3772 -1.1276 -0.2793
C 1.5319 -0.9861 -1.4607 -0.7710
H 3.2825 -5.7277 -3.1405 0.3002
H 2.2089 -6.3863 -4.3955 0.3773
H 2.4850 -4.6447 -4.2673 0.3228
H 1.0622 -6.4019 -2.2074 0.1573
H 0.2444 -5.2691 -3.2729 0.3375
H 0.5925 -0.6971 -1.9333 0.3062
H 2.3771 -0.7526 -2.1097 0.4063
H 1.6411 -0.4203 -0.5357 0.2107
C 0.3615 4.4451 0.4901 -0.4874
C 0.2271 5.8408 -0.0844 -0.3009
O 1.2797 6.7031 0.3772 -0.3962
C 2.4701 6.5085 -0.1922 0.7384
O 2.7285 5.6934 -1.0436 -0.4841
O 3.3427 7.3593 0.3703 -0.3802
C 4.6909 7.1853 -0.0683 -0.3767
H 0.4170 4.4824 1.5806 0.2322
H -0.4850 3.8248 0.1993 -0.0258
H 1.2753 3.9596 0.1426 0.2549
H -0.7091 6.2851 0.2589 0.3210
H 0.1944 5.8273 -1.1764 0.2490
H 4.7659 7.2282 -1.1536 0.0771
H 5.0836 6.2385 0.3065 0.2982
H 5.2832 7.9969 0.3516 0.2471
C 4.1041 3.2764 -2.6529 -0.8228
C 5.5290 3.7531 -2.8421 -0.1092
O 6.4688 2.6802 -2.6786 -0.3640
C 6.5495 1.8237 -3.7022 0.7836
O 5.9222 1.8762 -4.7285 -0.5489
O 7.4380 0.8715 -3.3759 -0.3505
C 7.5464 -0.1704 -4.3444 -0.6199
H 3.9926 2.7728 -1.6895 0.2817
H 3.4094 4.1141 -2.6975 0.0555
H 3.8205 2.5559 -3.4223 0.4399
H 5.7668 4.4921 -2.0744 0.1521
H 5.6677 4.2396 -3.8105 0.3290
H 7.7595 0.2296 -5.3359 0.2931
H 6.6296 -0.7621 -4.3577 0.2775
H 8.3717 -0.8156 -4.0462 0.2232
C 1.2089 6.2717 -7.5031 -1.0816
C 1.6961 7.7014 -7.3737 -0.1590
O 1.5620 8.1809 -6.0297 -0.3960
C 2.4708 7.7207 -5.1615 0.7561
O 3.3737 6.9621 -5.4092 -0.5629
O 2.1868 8.2306 -3.9558 -0.4059
C 3.0255 7.7337 -2.9102 -0.5568
H 0.1859 6.1809 -7.1313 0.2887
H 1.2393 5.9470 -8.5445 0.3551
H 1.8231 5.5885 -6.9145 0.3033
H 1.0788 8.3511 -7.9967 0.2912
H 2.7272 7.8106 -7.7182 0.2986
H 4.0810 7.8742 -3.1499 0.2990
H 2.8094 6.6879 -2.7322 0.2379
H 2.7991 8.2962 -2.0047 0.3178
C -4.5020 -10.1690 1.9033 -1.0985
C -4.6134 -8.7823 1.3016 -0.2065
O -3.5476 -7.9313 1.7453 -0.2973
C -2.3573 -8.1557 1.1773 0.7123
O -2.1106 -8.9863 0.3415 -0.5614
O -1.4720 -7.3086 1.7245 -0.2665
C -0.1321 -7.5120 1.2802 -0.6883
H -4.4454 -10.1102 2.9925 0.2890
H -5.3618 -10.7801 1.6241 0.3603
H -3.5978 -10.6770 1.5647 0.3129
H -5.5412 -8.3162 1.6376 0.2938
H -4.6474 -8.8158 0.2101 0.3116
H -0.0657 -7.4869 0.1923 0.2765
H 0.2465 -8.4593 1.6671 0.3533
H 0.4803 -6.7051 1.6807 0.2098


# 2
97
Properties=species:S:1:pos:R:3:mulliken_charge:R:1 method="wB97M-V/def2-TZVPD" e_lumo_ev="-3.31 / -5.09" spin_multiplicity=5 homo_ev="-10.30 / -10.37" charge=+1 max_force_ev_per_a=6.0 gap_ev="7.0 / 5.3"
Mn -1.1885 0.0712 -2.9378 -0.8044
C -2.3299 1.5954 -0.7216 -0.2272
C -2.8839 0.7829 -1.8333 2.2723
C -2.8000 -0.4984 0.1260 1.4307
C -2.2776 0.7970 0.4311 0.4556
C -3.1637 -0.5486 -1.2326 0.1614
C -2.2505 3.0698 -0.7365 -1.7209
H -1.8680 3.4619 -1.6907 0.3381
H -1.6048 3.4476 0.0669 0.3491
H -3.2475 3.5225 -0.5806 0.3156
C -1.8915 1.2278 1.7978 -0.8469
H -1.7819 2.3178 1.8737 0.4779
H -0.9335 0.7766 2.0980 -0.3226
H -2.6323 0.9210 2.5537 0.3636
C -3.0747 -1.5548 1.1245 -1.1990
H -4.1300 -1.5505 1.4468 0.3968
H -2.4738 -1.4208 2.0305 -0.0184
H -2.8690 -2.5553 0.7192 0.3685
C -4.0030 -1.6096 -1.8341 -1.5668
H -5.0409 -1.5382 -1.4652 0.3629
H -3.6333 -2.6123 -1.5664 0.3543
H -4.0364 -1.5563 -2.9320 0.2372
C -3.7863 1.4064 -2.8572 -1.9699
H -4.7348 1.6606 -2.3542 0.4692
H -3.9975 0.7280 -3.6953 0.3618
H -3.3534 2.3284 -3.2767 0.2870
C 0.5621 0.7493 -3.1780 0.5719
C -0.5214 1.7019 -3.5428 0.5942
C -0.8897 1.9258 -4.9980 -1.1870
C -1.7553 0.7478 -5.5687 -1.1407
C -1.9187 -0.4102 -4.5848 -0.1867
C -0.7676 -1.2741 -4.2045 -0.1702
C 0.5858 -1.1051 -4.8868 -1.3551
C 1.3780 0.0837 -4.2683 -1.5069
H -0.0015 2.0843 -5.6434 0.2708
H -1.3358 0.4036 -6.5409 0.4788
H -1.4931 2.8507 -5.0992 0.4347
H 1.6612 0.7899 -5.0718 0.4565
H 1.1084 0.9221 -2.2427 -0.1729
H -0.5662 2.5873 -2.8957 0.3934
H 2.3180 -0.3030 -3.8355 0.4321
H 1.1756 -2.0331 -4.7522 0.3743
H -0.9798 -2.3118 -3.9302 0.6305
H 0.4621 -0.9608 -5.9793 0.3517
H -2.7663 1.1492 -5.7984 0.3676
H -2.8696 -0.9462 -4.6636 0.6326
P 1.9022 1.9822 0.5000 1.2469
C 1.6486 2.6242 2.1989 -0.6635
H 2.4732 3.2939 2.4881 0.4898
H 1.6030 1.7705 2.8951 -0.3858
H 0.6924 3.1673 2.2437 0.3731
C 3.7263 1.9922 0.3647 -1.4919
H 4.0929 3.0138 0.5385 0.4848
H 3.9912 1.6801 -0.6559 0.3970
H 4.1762 1.2891 1.0783 0.1782
C 1.5692 3.5005 -0.4879 -1.2968
H 1.4720 3.2242 -1.5470 0.2290
H 2.4079 4.2012 -0.3707 0.4985
H 0.6361 3.9790 -0.1629 0.3153
P 0.4916 -2.1570 -1.1838 0.8843
C -0.4875 -3.6940 -1.2547 -1.3520
H 0.1690 -4.5756 -1.1892 0.4793
H -1.0136 -3.7036 -2.2277 0.2630
H -1.2486 -3.6987 -0.4579 0.3099
C 2.1707 -2.5541 -1.7661 -1.2350
H 2.1093 -2.7361 -2.8529 0.2971
H 2.5633 -3.4498 -1.2601 0.5147
H 2.8287 -1.6849 -1.6032 0.2084
C 0.5329 -1.6150 0.5586 -0.0301
H 1.4044 -1.9777 1.1189 0.5007
H -0.3923 -1.9196 1.0734 -0.2188
H 0.5523 -0.5091 0.5782 -0.6685
C 3.9092 -1.5447 2.1441 -0.6716
Si 3.3202 -0.8542 3.7901 -0.1416
C 3.5871 -2.1366 5.1301 -1.1350
C 4.2563 0.7203 4.2101 -0.9716
N 1.6685 -0.4315 3.6365 0.4648
C 0.5013 -0.5388 4.2374 -0.9519
C -0.3292 -1.7018 4.0770 0.1724
C -1.5430 -1.8118 4.7404 -0.6079
C -1.9903 -0.7724 5.5683 -0.3625
C -1.2355 0.3992 5.7027 -0.6880
C -0.0241 0.5307 5.0440 0.2514
H 3.7715 -2.6349 2.1077 0.3717
H 4.9817 -1.3413 2.0085 0.4512
H 3.3713 -1.1013 1.2962 -0.1161
H 4.6433 -2.1682 5.4345 0.3836
H 2.9865 -1.9103 6.0219 0.3369
H 3.3064 -3.1415 4.7853 0.3016
H 4.2518 1.4461 3.3861 0.2350
H 3.8058 1.2070 5.0864 0.3010
H 5.3026 0.4875 4.4546 0.3983
H 0.0587 -2.5091 3.4438 0.4573
H -2.1377 -2.7197 4.6198 0.4373
H -2.9343 -0.8796 6.1128 0.4000
H -1.5936 1.2143 6.3340 0.4148
H 0.5944 1.4286 5.1420 0.3458


# 3
116
Properties=species:S:1:pos:R:3:mulliken_charge:R:1 method="wB97M-V/def2-TZVPD" e_lumo_ev="1.93 / 1.94" spin_multiplicity=2 homo_ev="-0.26 / -7.12" charge=-1 max_force_ev_per_a=4.5 gap_ev="2.2 / 9.1"
C 1.2100 6.1723 -2.0365 -0.4347
C 1.7157 4.8214 -1.5116 0.1984
O 0.6029 4.0204 -1.7767 0.0382
C -0.4953 4.7071 -2.1330 0.5134
O -1.6349 4.1940 -2.2115 -0.6518
O -0.1642 5.9377 -2.3860 -0.3846
H 1.8736 6.6015 -2.7872 0.3299
H 1.1780 6.8221 -1.1619 0.2896
H 1.8353 4.8094 -0.4282 0.0644
H 2.6513 4.5911 -2.0213 0.0150
C 0.2472 1.0866 -4.7803 0.6327
C -0.4632 -0.2858 -4.8838 -0.4226
O 0.5905 -1.1165 -5.2979 -0.2904
C 1.5829 -0.3979 -5.8688 0.7710
O 2.4201 -0.8973 -6.6279 -0.6463
O 1.4510 0.8505 -5.5970 -0.3704
H 0.4553 1.2168 -3.7183 -0.4830
H -0.3559 1.8833 -5.2158 0.3430
H -1.2477 -0.3611 -5.6368 0.3585
H -0.9150 -0.5453 -3.9264 0.1308
C 4.7362 1.0679 -4.4945 -0.1607
C 3.7264 1.5778 -3.5440 0.6521
O 4.4799 2.5467 -2.7596 -0.3276
C 5.5166 2.9236 -3.4039 0.6246
O 6.3387 3.7142 -2.9244 -0.6478
O 5.7013 2.1205 -4.4591 -0.3805
H 4.1554 0.8813 -5.3978 0.3272
H 5.1147 0.1293 -4.0898 0.1462
H 3.5016 0.6886 -2.9550 -0.3140
H 2.8810 2.0926 -4.0004 -0.1140
C 4.2315 -3.3499 -2.7601 -0.4751
C 3.7836 -3.6637 -1.3528 -0.4172
O 2.5853 -2.9460 -1.3556 -0.1777
C 2.5623 -1.9929 -2.3104 -0.1287
O 1.8754 -1.0116 -2.3702 0.1993
O 3.6199 -2.1196 -3.0794 -0.2165
H 3.8846 -4.1354 -3.4315 0.3174
H 5.3214 -3.3602 -2.7589 0.3332
H 4.4282 -3.2956 -0.5546 0.2219
H 3.5473 -4.7004 -1.1133 0.2899
C 2.7523 0.4056 3.1608 0.1243
C 2.4886 1.7478 2.4991 1.3076
O 2.8320 2.6080 3.5254 -0.3908
C 2.7096 2.0171 4.7479 0.5786
O 2.8161 2.5505 5.8691 -0.6376
O 2.5601 0.6826 4.5244 -0.3379
H 3.7321 -0.0704 3.1240 0.1695
H 2.0500 -0.3623 2.8364 -0.2742
H 1.4574 1.8956 2.1784 -0.9035
H 3.2080 1.8870 1.6922 0.1485
C -5.1704 1.2560 0.1567 -1.0349
C -6.1291 1.5877 1.3142 -0.5041
C -6.3896 3.1175 1.4661 -0.5711
C -5.3061 4.0857 1.5244 0.3750
N -4.4038 4.8335 1.5640 -0.4336
H -4.1167 1.5279 0.2191 0.0759
H -5.6162 1.5883 -0.7809 0.3854
H -5.1962 0.1668 0.1226 0.4545
H -5.5879 1.3001 2.2156 0.1671
H -7.0640 1.0334 1.3972 0.4449
H -6.9203 3.1209 2.4182 0.2819
H -7.1833 3.3619 0.7601 0.3265
C -0.6551 -1.5557 0.4242 -0.2015
C -0.9049 -0.0456 0.4853 0.1854
C -0.3251 0.8440 -0.6687 1.3579
C 1.0718 1.2176 -0.5219 0.5522
N 2.2107 1.4534 -0.5039 -0.7170
H -0.9901 -2.0520 1.3349 0.3402
H 0.3919 -1.8579 0.3985 -0.0646
H -1.2209 -1.9383 -0.4253 -0.2250
H -0.5159 0.3257 1.4334 -0.2101
H -1.9899 0.0570 0.4702 0.0593
H -0.9681 1.7116 -0.8169 0.0979
H -0.3805 0.3672 -1.6473 -0.8608
C -5.1872 -3.4325 4.1540 -1.7041
C -4.0416 -2.5253 3.5926 -0.4788
C -2.6412 -2.5545 4.1605 -0.0200
C -1.8212 -1.3432 4.2361 -0.2574
N -1.1735 -0.3703 4.2735 -0.3646
H -5.9581 -3.5577 3.3936 0.4493
H -5.5684 -3.0203 5.0883 0.3925
H -4.7136 -4.3997 4.3225 0.4597
H -4.4489 -1.5142 3.5948 0.1688
H -4.0237 -2.6659 2.5119 0.5565
H -2.0373 -3.3276 3.6854 0.0562
H -2.6790 -2.9065 5.1914 0.5089
C 1.7567 -3.1253 4.2770 -0.4760
S 1.8003 -3.4176 2.4736 0.1361
O 3.2103 -3.3541 1.9803 -0.5922
C 1.2518 -5.2144 2.5524 -0.4771
H 2.3143 -3.7266 4.9950 0.3917
H 0.7303 -3.2150 4.6328 0.1815
H 2.0165 -2.0866 4.4809 -0.0600
H 0.8383 -5.6191 3.4762 0.2221
H 2.0068 -5.9149 2.1956 0.2731
H 0.4849 -5.2329 1.7780 0.1921
C -0.3900 4.8174 4.2431 -0.6735
S -0.7458 5.0555 2.3926 0.3914
O 0.6805 5.4521 1.7442 -0.6401
C -1.1232 3.3279 1.9213 -0.0121
H 0.1011 5.6895 4.6747 0.3658
H 0.2946 3.9735 4.3279 -0.0119
H -1.3662 4.6964 4.7128 0.3616
H -2.0950 3.0043 2.2940 0.4454
H -0.3866 2.7179 2.4442 -0.1833
H -1.1107 3.3316 0.8314 -0.1625
C -1.9989 -3.8041 -2.8304 -1.0622
S -2.0719 -5.5676 -3.4775 0.4684
O -1.5679 -5.5220 -4.9249 -0.6298
C -0.7530 -6.0754 -2.3093 -0.7389
H -1.1211 -3.3888 -3.3255 0.1303
H -1.8740 -3.6274 -1.7621 0.3873
H -2.8927 -3.3081 -3.2088 0.4376
H -1.2380 -6.0876 -1.3333 0.4461
H 0.0024 -5.2902 -2.3401 -0.1530
H -0.2360 -7.0167 -2.4959 0.4560


# 4
111
Properties=species:S:1:pos:R:3:mulliken_charge:R:1 method="wB97M-V/def2-TZVPD" relative_energy_ev=0.0000 e_lumo_ev=-4.11 homo_ev=-10.04 charge=+1 max_force_ev_per_a=3.8 gap_ev=5.9
C -1.2941 -2.8125 -3.7755 -0.4585
C -0.8497 -3.3325 -2.3556 -0.5696
S 0.0206 -2.0354 -1.3320 0.1665
C 1.5084 -2.9520 -0.7545 -0.9656
P 1.9239 -2.7203 1.0619 0.8424
F 0.9076 -1.7406 1.8439 -0.1225
Br 1.6256 -4.7490 1.9953 -0.1010
C 3.7187 -2.3320 1.2875 0.0323
C 4.1298 -0.8147 1.1056 -0.6559
O 3.1209 0.1235 1.5254 -0.2220
C 3.8320 1.0642 2.3529 -0.2565
C 3.0167 2.3797 2.7334 -1.0193
O 3.0034 3.3779 1.7138 -0.3504
C 1.9738 3.2452 0.7898 0.5214
C 1.9718 4.2452 -0.3002 -0.8536
C 0.9113 4.2628 -1.3220 -0.4628
C -0.1756 3.2880 -1.3133 -0.4122
C -1.3865 3.2800 -2.3569 3.1910
C -1.6872 1.7756 -2.6604 -1.8504
C -0.8559 4.0788 -3.6179 -1.8667
C -2.5458 4.1303 -1.6860 -1.6501
C -4.0171 3.5906 -1.7918 2.0448
C -4.9485 4.7952 -1.2480 -1.6035
C -4.5323 3.3190 -3.2685 -1.4527
C -4.3389 2.3619 -0.7887 -0.6208
C -0.1718 2.2622 -0.2471 -0.4796
C 0.9000 2.2610 0.7707 -0.3825
H -2.2713 -3.2898 -4.0589 0.1967
H -1.4930 -1.7132 -3.7063 0.0069
H -0.5615 -3.0162 -4.5936 0.2637
H -0.2084 -4.2421 -2.5161 0.3284
H -1.7444 -3.6410 -1.7611 0.3263
H 1.2871 -4.0455 -0.9155 0.4290
H 2.4389 -2.7453 -1.3633 0.4920
H 4.2554 -2.9131 0.4720 -0.3934
H 4.0842 -2.7793 2.2542 0.5682
H 5.0238 -0.6591 1.7795 0.4627
H 4.5025 -0.5763 0.0665 0.2843
H 4.1152 0.6101 3.3508 0.3944
H 4.7484 1.4311 1.8198 0.2602
H 2.0117 2.1516 3.1772 0.3703
H 3.6186 2.8224 3.5819 0.4517
H 2.7748 5.0267 -0.3234 0.3072
H 0.9665 5.0700 -2.0850 0.2330
H -2.1042 1.1880 -1.8101 0.0316
H -0.7007 1.2934 -2.9310 0.4720
H -2.3080 1.7042 -3.5991 0.4175
H 0.1118 3.6419 -3.9806 0.4137
H -0.6711 5.1664 -3.3938 0.3850
H -1.6153 4.0357 -4.4401 0.3304
H -2.3031 4.3471 -0.6058 0.4076
H -2.5408 5.1439 -2.1881 0.3898
H -4.8795 4.8053 -0.1212 0.3949
H -6.0071 4.7044 -1.5824 0.3642
H -4.4736 5.7580 -1.5888 0.3401
H -4.4116 2.2260 -3.4970 0.2762
H -4.0777 3.9913 -4.0369 0.2095
H -5.6475 3.4951 -3.2808 0.4035
H -5.3563 2.5191 -0.3502 -0.2554
H -3.6014 2.4758 0.0600 0.2229
H -4.2012 1.3687 -1.2824 0.2580
H -0.9482 1.4795 -0.1266 0.3697
H 0.8653 1.4782 1.5659 0.1290
Cl 6.3307 -4.1809 -3.3305 -0.1634
C 7.0754 -4.2345 -1.7147 -0.4122
C 6.4945 -5.3349 -0.8563 -0.5319
Cl 4.7983 -5.0069 -0.3981 -0.1177
H 6.9499 -3.2559 -1.2519 0.2478
H 8.1416 -4.4072 -1.8623 0.3474
H 7.0616 -5.4204 0.0707 0.3018
H 6.5253 -6.2983 -1.3629 0.3719
Cl -3.8679 -1.4387 -6.0580 -0.1266
C -4.0634 -2.5627 -7.4256 -0.4966
C -3.9498 -4.0069 -6.9971 -0.4749
Cl -2.2921 -4.4308 -6.4951 -0.1692
H -3.3200 -2.3092 -8.1802 0.3080
H -5.0524 -2.3795 -7.8463 0.3230
H -4.2045 -4.6605 -7.8315 0.3457
H -4.6216 -4.2344 -6.1702 0.3209
Cl -1.5829 -6.7625 4.8841 -0.1844
C -1.5224 -5.1663 4.0945 -0.0105
C -1.2691 -4.0488 5.0802 0.1905
Cl -2.6506 -3.7862 6.1702 -0.1804
H -2.4575 -5.0211 3.5545 0.4034
H -0.7095 -5.2038 3.3684 -0.2934
H -1.1071 -3.1124 4.5438 0.1806
H -0.3885 -4.2472 5.6917 -0.1146
Cl 7.1553 4.9030 0.1187 -0.1893
C 6.2218 4.0854 1.3964 0.2116
C 6.5047 4.6583 2.7661 -0.2725
Cl 8.1569 4.2896 3.3209 -0.1894
H 6.4505 3.0203 1.3525 0.1641
H 5.1684 4.2176 1.1513 -0.2019
H 5.8213 4.2238 3.4968 0.1226
H 6.3761 5.7398 2.7817 0.3826
Cl 2.0507 -4.5404 6.8633 -0.2073
C 2.2266 -6.1960 6.2225 -0.1144
C 2.3779 -7.2205 7.3232 -0.4760
Cl 3.9327 -7.0620 8.1764 -0.1803
H 3.0799 -6.2071 5.5446 0.3252
H 1.3267 -6.4077 5.6420 -0.0099
H 2.3497 -8.2245 6.8992 0.3079
H 1.5783 -7.1390 8.0584 0.3375
Cl -7.3639 3.4810 0.5253 -0.1894
C -8.3353 4.3481 1.7433 -0.4990
C -8.2855 5.8463 1.5496 -0.4724
Cl -6.6761 6.5174 1.9149 -0.1795
H -7.9760 4.0590 2.7301 0.3159
H -9.3618 3.9956 1.6383 0.3006
H -8.9911 6.3295 2.2258 0.3544
H -8.5452 6.1271 0.5296 0.3093